No. 1
61
Properties=species:S:1:pos:R:3:forces:R:3 method="wB97M-V/def2-TZVPD" orbital_gap_ev=9.14 smiles="CC[C@H](c1nnc(SCC(=O)Nc2ccc(S(N)(=O)=O)cc2)n1Cc1ccccc1)N(C)C" mol_weight_g_mol=488.64 total_energy_ha=-2205.78465
S -2.187993 2.147429 -6.080423 -0.7 0.1 -0.2
S 0.235660 1.940801 2.319121 0.0 0.4 0.2
O -1.411900 3.195155 -6.678950 -0.2 0.2 0.3
O -1.097431 4.505078 0.329911 0.1 0.3 -0.1
O -1.966033 0.789662 -6.489780 -0.2 0.0 0.3
N -1.418790 0.120907 1.153275 0.2 0.6 0.6
N -1.339709 -1.091782 0.577100 -0.1 -1.1 -0.5
N 1.192131 -3.492685 1.034452 -0.2 -0.1 -0.1
N -3.819297 2.497400 -6.339709 0.7 -0.2 0.2
N 0.659123 -0.565962 1.298276 -0.7 0.1 -0.1
N -1.934197 2.433661 -0.172615 -0.3 -0.3 0.0
C -1.311061 2.893131 2.090759 0.3 -0.2 -0.1
C 2.775286 0.582297 5.677637 0.0 0.1 0.1
C -1.432068 3.388624 0.652536 -0.2 -0.2 0.3
C -2.352993 1.132330 -3.555138 0.0 -0.1 0.1
C 1.653285 -0.819768 4.089359 0.1 0.0 0.0
C -2.304055 1.215402 -2.178855 0.0 0.1 -0.1
C 2.319751 -0.188426 3.046143 0.1 -0.1 0.0
C 2.065253 -0.612510 1.622815 0.6 0.1 0.0
C -1.746213 3.564747 -2.338258 0.0 0.1 0.0
C 1.927011 -4.618294 0.488281 0.1 0.1 0.0
C -0.218734 0.438093 1.576251 -0.2 0.0 0.0
C 0.427986 -1.464341 -2.147286 0.2 -0.1 0.1
C -0.107913 -1.503178 0.658060 -0.2 -0.1 0.0
C 3.448815 1.209074 4.644031 0.1 0.1 0.1
C 0.405699 -2.759515 0.038771 0.2 0.0 -0.1
C 1.876294 -0.433137 5.397641 -0.1 -0.1 0.0
C 1.205505 -2.400484 -1.226644 -0.2 -0.1 0.0
C 3.219794 0.828155 3.333716 0.0 -0.2 -0.1
C -1.995817 2.432755 -1.561761 0.1 0.2 -0.3
C -2.097555 2.260540 -4.310829 0.2 0.0 -0.6
C 0.330832 -3.942730 2.114658 0.1 0.0 0.1
C -1.798129 3.469991 -3.717052 0.0 0.0 0.0
H 1.425047 -3.317785 -1.773372 0.1 0.0 0.0
H -1.503649 4.497310 -1.856344 0.0 0.0 0.0
H -2.105402 1.516562 0.260308 0.1 0.4 0.0
H 0.298651 -0.479817 -1.703951 -0.1 0.1 0.0
H 0.957864 -1.341995 -3.088346 0.0 0.0 -0.1
H -2.488887 0.343535 -1.568128 0.0 -0.1 0.1
H -0.558171 -1.870450 -2.357270 -0.1 0.0 -0.1
H 3.740383 1.326793 2.529406 0.0 0.1 -0.1
H 2.151855 -1.937474 -0.941400 0.1 -0.1 0.0
H 1.348200 -0.926078 6.200378 0.0 0.0 0.1
H 2.406551 -5.143251 1.313039 0.0 -0.1 0.0
H 2.610457 0.044760 0.935932 0.0 -0.1 0.1
H -1.593695 4.321894 -4.345200 0.0 0.2 0.0
H 2.948342 0.884807 6.699497 0.0 0.0 0.1
H -0.263816 -3.109371 2.484719 0.0 0.0 0.1
H -3.936644 3.355715 -6.853028 0.1 0.2 -0.1
H -4.295171 1.732842 -6.790138 0.0 -0.2 -0.1
H 2.380539 -1.650726 1.474076 0.0 0.3 0.0
H -2.568629 0.204896 -4.060193 0.0 -0.2 0.0
H -0.484307 -3.337450 -0.272490 0.1 0.1 0.0
H 0.955255 -1.615232 3.873517 -0.1 -0.1 0.0
H -2.139926 2.253917 2.387782 -0.1 0.1 0.0
H 0.950417 -4.323730 2.925612 -0.1 0.0 0.1
H -0.360874 -4.734809 1.793394 0.0 0.0 0.0
H 4.149769 2.002154 4.856508 0.1 0.1 0.0
H 1.279291 -5.328011 -0.045856 0.0 -0.1 0.0
H -1.210458 3.745041 2.761594 0.0 -0.1 -0.1
H 2.704472 -4.266468 -0.185539 0.0 -0.1 -0.1

=====

No. 2
68
Properties=species:S:1:pos:R:3:forces:R:3 method="wB97M-V/def2-TZVPD" orbital_gap_ev=4.58 charge=-2 mol_weight_g_mol=580.45 total_energy_ha=-2209.60180
O 1.216275 -4.711619 5.058428 -0.1 0.6 -0.3
O 1.946348 0.457909 5.642675 0.0 0.1 -0.1
O -1.676607 1.465586 -4.610774 -0.2 0.1 -0.2
O -3.306167 1.026200 -3.166625 0.0 0.0 -0.1
O 0.010979 1.960481 -1.463046 -0.1 0.4 0.1
O 1.169602 -2.838154 3.786432 0.3 0.3 0.1
O -3.842469 -5.797856 5.813770 -0.1 -0.1 0.1
O -2.362004 -0.660454 -4.320138 -0.2 -0.1 -0.4
O -0.090840 -0.430351 6.067817 -0.1 0.1 0.3
O 0.212214 -0.038552 -0.452407 -0.1 0.1 -0.1
O 3.158272 1.554111 -3.561753 0.1 0.1 0.1
O 4.554456 -0.094307 -4.204879 0.0 -0.1 0.0
O -2.907157 -2.766497 4.142260 -0.4 0.3 -0.2
O -3.901969 -5.228557 3.623447 0.1 -0.1 0.2
O 0.365064 0.515764 4.076125 -0.3 0.1 0.3
O -1.486393 -2.455050 2.483857 0.3 0.3 -0.9
O 0.271687 0.080559 -2.657736 0.1 0.1 0.0
O 4.829745 2.013125 -4.953088 0.0 0.1 -0.1
C -2.191831 2.730534 -4.179997 0.1 0.0 0.0
C 1.420920 1.334475 3.586890 0.1 -0.2 -0.2
C 0.686871 -1.273164 -2.329492 -0.1 -0.2 0.0
C -1.596701 -3.800694 5.704741 -0.4 0.4 0.8
C 4.211621 1.040678 -4.231191 -0.1 0.1 0.1
C -2.453745 0.495151 -4.070577 0.3 0.2 0.5
C 0.126263 -1.401275 -0.927948 0.0 -0.2 0.1
C 0.143919 -2.228785 -3.355410 -0.1 0.0 -0.1
C 0.652336 -3.788754 4.408561 0.2 -0.4 0.3
C 1.541481 1.133661 2.101251 0.0 -0.1 -0.1
C 0.152313 0.770500 -1.511799 0.2 -0.7 0.0
C -1.717083 -2.978087 3.531858 -0.1 0.0 0.6
C -2.876158 2.372256 -2.877939 0.0 0.2 0.2
C -3.040439 -3.669267 5.238071 0.1 -1.0 0.3
C 2.583784 0.837199 4.420739 0.1 -0.2 0.0
C 0.656805 0.112582 5.333520 0.2 -0.1 -0.3
C 1.851792 3.610026 -3.588610 -0.2 -0.2 0.0
C -0.892479 -3.924328 4.388032 0.5 0.2 -0.8
C 3.224372 2.994765 -3.632714 -0.1 0.0 0.0
C -3.652947 -5.043884 4.833944 -0.2 0.1 -0.4
C -4.042811 3.239801 -2.486107 -0.2 -0.2 -0.1
C 3.988092 3.173600 -4.927063 0.1 0.0 0.0
H -1.380011 3.444292 -4.066442 0.1 -0.1 0.0
H 2.312687 1.776058 1.669062 0.0 0.0 0.1
H 0.593459 1.354784 1.619085 0.0 0.1 0.0
H 1.923893 4.698789 -3.589146 0.1 0.0 0.0
H -4.563320 2.811019 -1.631566 0.1 0.0 0.1
H -0.941580 -2.206037 -3.343722 -0.1 -0.1 0.0
H -4.758139 3.322277 -3.306190 0.0 0.0 0.0
H -3.719336 -3.276194 5.984361 0.0 0.5 0.1
H 3.347595 1.591986 4.604180 -0.1 0.0 0.2
H 0.686749 -2.062489 -0.274132 0.0 0.1 0.2
H 3.038147 -0.056557 3.986321 0.0 0.0 -0.1
H -1.397575 -4.547791 6.455339 -0.1 -0.6 -0.2
H 0.463485 -1.928395 -4.352719 0.1 0.0 0.0
H 3.825094 3.334481 -2.784180 0.0 0.0 0.0
H 4.594009 4.075556 -4.958878 0.1 -0.1 0.0
H -2.901584 3.093011 -4.929084 0.0 0.0 0.0
H -0.924591 -1.693097 -0.922235 0.0 0.0 0.0
H 1.189758 2.378662 3.834639 0.0 0.0 0.0
H 3.327202 3.142832 -5.796636 -0.1 0.0 0.0
H 1.261532 3.292526 -4.450230 0.0 0.0 0.0
H 1.780162 0.092369 1.887829 0.0 0.0 0.0
H 0.479222 -3.249642 -3.173430 0.1 0.0 0.1
H -3.695337 4.236850 -2.216346 0.0 0.0 0.0
H -1.085374 -4.890800 3.926926 -0.1 -0.4 0.2
H 1.318700 3.290075 -2.695593 0.0 0.0 0.0
H -2.146495 2.316165 -2.065729 0.0 0.0 -0.1
H 1.780078 -1.283546 -2.311869 0.0 0.1 0.0
H -1.345840 -2.846509 6.167261 0.3 0.2 0.0

=====

No. 3
57
Properties=species:S:1:pos:R:3:forces:R:3 method="wB97M-V/def2-TZVPD" orbital_gap_ev="7.13 / 7.17" charge=+2 mol_weight_g_mol=530.84 total_energy_ha=-3437.90655
Pd -0.313376 0.006204 -0.228985 -0.6 0.0 -1.0
As -2.493216 -1.142953 -0.012421 -0.3 -0.6 0.4
N -0.843260 1.478828 1.361394 0.0 -1.2 -0.9
N 1.087452 1.370440 -1.188315 -0.5 -0.3 0.3
N 1.233784 -0.469039 1.266036 0.4 -0.4 0.7
N 0.762004 -1.677618 -1.235333 -1.1 0.9 0.7
C -2.091399 3.115055 2.557896 0.2 -0.1 0.0
C 2.332779 0.501091 1.323427 0.4 0.1 0.1
C 2.367554 1.631246 -0.943486 0.5 0.1 0.0
C -3.813989 -1.323887 -1.442290 0.1 0.2 -0.1
C -3.656404 -0.597254 1.472936 0.2 0.2 0.0
C 1.696722 -1.847279 1.036046 0.1 -0.2 0.0
C 2.255449 3.551793 -2.367579 -0.1 -0.1 0.1
C 1.180728 -3.284172 -2.938905 0.0 0.2 0.2
C 0.914310 3.267399 -2.597183 0.0 -0.1 0.1
C -2.207418 -3.036157 0.400505 0.1 0.1 -0.1
C 0.367040 -0.359231 2.445856 0.0 -0.2 0.6
C 1.529993 -2.360119 -0.384895 0.2 -0.1 0.3
C 1.959021 -4.020889 -2.057073 -0.1 0.1 0.1
C 3.085351 0.703260 -0.000969 -0.3 0.1 0.1
C 0.369846 2.147187 -1.993982 -0.1 0.6 -0.6
C 2.995986 2.722507 -1.541133 -0.3 -0.1 -0.1
C -0.480235 0.899928 2.509887 0.3 -0.1 0.4
C 2.140133 -3.551214 -0.765419 -0.1 0.2 -0.2
C 0.592539 -2.118882 -2.480259 -0.1 -0.1 -0.6
C -1.733841 2.515817 3.755926 0.0 -0.1 -0.1
C -0.915667 1.395366 3.733288 0.0 0.1 -0.2
C -1.623585 2.557214 1.380447 -0.3 0.4 -0.2
H -4.482628 -1.302702 1.585429 0.2 0.0 -0.1
H -3.143126 -3.482257 0.737191 0.0 0.1 0.0
H 0.962941 -0.423446 3.368797 -0.1 0.0 0.0
H -0.331085 -1.212646 2.448256 0.3 0.2 0.0
H -0.625797 0.922249 4.660135 0.1 -0.1 0.0
H 2.745316 -4.104398 -0.064960 0.1 0.0 0.1
H -4.581208 -2.019253 -1.093931 0.1 0.1 0.0
H 2.754569 -1.945426 1.310950 -0.1 0.0 0.0
H 0.309102 3.901041 -3.224463 -0.1 0.0 -0.1
H -2.083051 2.917237 4.695324 0.0 0.0 0.1
H -1.456995 -3.168975 1.180496 0.0 0.1 0.0
H -4.078913 0.391149 1.283403 0.1 0.0 -0.1
H 1.916251 1.461645 1.641915 0.1 -0.1 0.0
H -0.667847 1.844644 -2.173162 0.4 0.2 0.1
H 2.712182 4.416156 -2.827192 0.0 0.0 0.0
H -3.098815 -0.556104 2.411546 0.0 0.0 -0.1
H -2.704410 4.001564 2.540301 -0.1 0.0 -0.1
H 4.043847 2.915815 -1.369629 0.1 0.0 0.1
H 3.059347 0.180058 2.082526 -0.1 0.1 0.0
H 1.139946 -2.539364 1.680422 0.1 0.2 0.0
H -1.878419 2.984683 0.419096 0.0 0.0 0.0
H -3.364534 -1.720716 -2.354077 0.0 0.0 0.1
H -4.279418 -0.362302 -1.670068 0.1 -0.1 0.1
H -0.030668 -1.513846 -3.129538 0.0 0.0 0.1
H -1.868186 -3.572393 -0.488547 0.0 0.1 0.0
H 4.066469 1.120949 0.224298 0.0 -0.1 0.0
H 1.037004 -3.603474 -3.956963 -0.1 0.0 -0.1
H 2.414301 -4.947387 -2.370533 0.1 -0.1 0.0
H 3.238408 -0.253918 -0.506018 0.1 0.0 0.1

=====

No. 4
62
Properties=species:S:1:pos:R:3:forces:R:3 method="wB97M-V/def2-TZVPD" orbital_gap_ev=5.15 charge=+2 mol_weight_g_mol=846.47 total_energy_ha=-9119.15362
Pt -0.317519 0.268992 -1.247990 -0.4 -0.2 -0.2
Br 4.131655 -3.152687 4.526137 0.0 0.0 0.0
Se -1.725446 1.229660 0.397904 0.0 -0.1 0.0
Se 0.340903 2.460669 -1.818733 0.2 0.2 0.0
S -0.611869 -1.844479 -2.048369 0.1 0.1 0.0
O 0.361238 -1.150658 1.455253 0.0 0.0 -0.1
O 2.086365 0.155422 -0.078464 0.4 0.2 0.0
N 6.231770 0.142973 0.542586 0.0 0.0 0.0
N 1.249556 -3.226471 -0.692143 0.0 0.0 -0.1
N 4.491089 0.791939 -0.671578 -0.1 0.0 0.1
N 1.911734 -2.375771 -2.718806 -0.2 -0.2 0.0
C 3.214370 -3.049015 -2.678140 0.0 0.0 0.0
C 3.953533 -0.644913 1.229101 -0.1 0.0 0.0
C -0.211289 3.535853 -0.278348 -0.1 -0.1 0.1
C -0.580408 -1.808552 2.295667 0.0 0.0 0.0
C 7.087819 2.552684 -2.652938 0.0 0.0 0.0
C -1.618021 3.179672 0.133078 0.1 0.1 -0.1
C 0.994561 -2.531603 -1.779001 0.0 0.0 0.1
C 4.411631 -1.417459 2.301006 -0.1 -0.1 0.0
C 2.581557 -0.580462 0.950995 0.0 0.0 0.2
C 5.804592 2.159770 -2.340558 0.0 0.0 0.0
C 6.745119 0.939649 -0.468439 0.0 0.0 0.0
C -3.509810 0.969591 -0.332298 0.0 0.0 0.0
C 4.885909 0.095298 0.375666 -0.1 0.0 0.0
C -0.973715 3.009054 -3.134575 0.0 0.0 0.0
C 3.515768 -2.107216 3.086295 0.0 0.0 -0.1
C 1.680926 -1.280555 1.775519 0.1 0.1 0.0
C 8.189736 2.144317 -1.881782 0.0 0.0 0.0
C 2.531499 -3.893653 -0.427120 0.0 0.0 0.0
C 5.639158 1.338506 -1.226018 0.0 0.0 0.1
C 2.146277 -2.038962 2.834801 0.0 0.0 0.0
C 3.631687 -3.217078 -1.227959 0.0 0.0 0.0
C 8.042635 1.331861 -0.776829 0.0 0.0 0.0
H -4.175390 1.656563 0.186507 0.0 0.0 0.0
H 0.518165 3.264737 0.487177 0.0 0.1 0.0
H -3.500313 1.150091 -1.402506 0.0 0.0 0.0
H -2.361511 3.443338 -0.617083 0.0 0.0 0.0
H 0.494176 -3.329796 -0.033669 0.0 0.1 0.0
H 9.178874 2.477497 -2.163451 0.0 0.0 0.0
H -0.881557 2.316818 -3.967207 0.0 0.0 0.0
H -0.408227 -2.888080 2.325184 0.0 0.0 0.0
H 2.436188 -4.949856 -0.686509 0.0 0.0 0.0
H 2.724758 -3.816798 0.642394 0.0 0.0 0.0
H 5.465986 -1.481889 2.527720 0.0 0.0 0.0
H 4.538520 -3.817151 -1.174616 0.0 0.0 0.0
H -0.547626 -1.412675 3.312134 0.0 0.0 0.0
H 1.466163 -2.570720 3.482655 0.0 0.0 0.0
H 3.138882 -4.008994 -3.193502 0.0 0.0 0.0
H 1.612024 -1.924782 -3.568492 0.0 0.1 0.0
H 7.257034 3.191615 -3.508287 0.0 0.0 0.0
H 8.893663 1.021551 -0.186649 0.0 0.0 0.0
H 6.759754 -0.285322 1.282663 0.0 0.0 0.0
H -3.798551 -0.055805 -0.117784 0.0 0.0 0.0
H 3.851804 -2.238673 -0.800896 0.0 0.0 0.0
H -0.089972 4.593157 -0.510608 0.0 0.0 -0.1
H 2.890517 0.626667 -0.499832 -0.1 -0.3 0.0
H -1.980498 2.970145 -2.730624 0.0 0.0 0.0
H 3.922954 -2.424535 -3.219043 0.0 0.0 0.0
H -0.716454 4.016377 -3.454620 0.0 0.0 0.0
H -1.559004 -1.620124 1.859627 0.0 0.0 0.0
H 4.956879 2.476539 -2.932832 0.0 0.0 0.0
H -1.895789 3.655413 1.073500 0.0 -0.1 0.0